123
Properties=species:S:1:pos:R:3:mulliken_charge:R:1 method="wB97M-V/def2-TZVPD" homo_lumo_gap_ev="5.54 / 5.54" total_charge=-2 energy_ev=-165841.8105 de_lowest_kcal_mol=13.4
Ti -0.79 -0.13 -0.52 -2.054
C -1.34 5.25 0.06 -1.685
C -1.46 3.94 -0.72 0.537
C -2.92 3.59 -1.07 -0.935
P -0.61 2.47 0.03 2.088
C 1.15 3.05 0.24 1.749
C 1.46 3.80 1.53 -1.556
C 1.65 3.82 -0.99 -1.787
C -1.31 2.31 1.72 -0.037
C -2.41 2.96 2.27 -0.702
C -2.95 2.58 3.49 0.429
C -4.13 3.31 4.09 -1.832
C -2.39 1.48 4.14 -0.967
C -1.31 0.81 3.60 0.046
C -0.73 1.22 2.38 -0.529
N 0.36 0.61 1.75 0.804
C 1.47 0.31 2.51 -0.752
C 1.67 0.79 3.84 -0.902
C 2.82 0.52 4.56 -1.406
C 3.88 -0.21 4.03 0.606
C 5.14 -0.50 4.81 -1.499
C 3.73 -0.62 2.72 0.003
C 2.59 -0.37 1.95 0.074
P 2.50 -0.81 0.18 1.032
C 3.84 0.30 -0.60 1.076
C 4.92 -0.43 -1.40 -1.667
C 4.49 1.36 0.31 -1.633
C 3.28 -2.53 0.19 0.516
C 3.11 -3.20 -1.18 -1.360
C 2.65 -3.42 1.27 -1.589
H -2.09 5.97 -0.31 0.508
H -0.36 5.71 -0.07 0.277
H -1.50 5.13 1.13 0.206
H -0.94 4.06 -1.67 0.630
H -3.51 3.31 -0.20 0.161
H -2.96 2.75 -1.77 -0.033
H -3.41 4.45 -1.55 0.615
H 1.69 2.11 0.27 -0.936
H 0.95 4.76 1.58 0.340
H 2.54 3.98 1.61 0.476
H 1.16 3.21 2.40 0.219
H 1.24 4.84 -1.04 0.348
H 1.39 3.29 -1.92 0.290
H 2.74 3.89 -0.95 0.372
H -2.89 3.77 1.74 0.147
H -4.46 4.12 3.43 0.372
H -3.87 3.75 5.06 0.333
H -4.98 2.64 4.24 0.328
H -2.82 1.13 5.07 0.244
H -0.91 -0.08 4.09 0.526
H 0.90 1.39 4.30 0.280
H 2.90 0.91 5.58 0.273
H 5.00 -0.26 5.87 0.372
H 5.98 0.10 4.45 0.274
H 5.43 -1.55 4.74 0.339
H 4.55 -1.16 2.26 0.347
H 3.24 0.85 -1.33 -0.224
H 5.56 -1.05 -0.76 0.282
H 5.57 0.30 -1.90 0.488
H 4.49 -1.06 -2.17 0.319
H 5.25 0.93 0.96 0.397
H 3.76 1.86 0.95 0.162
H 4.97 2.12 -0.32 0.418
H 4.35 -2.42 0.40 0.648
H 2.16 -3.72 -1.23 -0.005
H 3.90 -3.95 -1.34 0.351
H 3.13 -2.50 -2.02 0.326
H 1.56 -3.42 1.17 0.143
H 2.90 -3.10 2.28 0.342
H 3.00 -4.45 1.14 0.492
I 0.92 0.44 -2.86 -0.600
C -2.30 0.25 -1.95 1.044
C -2.71 0.64 -3.20 -0.502
C -4.08 0.92 -3.45 -0.710
C -5.04 0.83 -2.46 -1.094
C -4.66 0.47 -1.14 1.345
C -5.52 0.37 -0.02 -1.234
C -4.99 0.03 1.20 -0.894
C -3.61 -0.22 1.39 -0.780
C -2.73 -0.12 0.35 1.179
C -3.28 0.20 -0.92 0.755
H -2.00 0.70 -4.01 0.307
H -4.38 1.22 -4.45 0.244
H -6.08 1.04 -2.68 0.354
H -6.58 0.55 -0.14 0.338
H -5.66 -0.06 2.05 0.304
H -3.27 -0.48 2.39 0.507
C -0.48 -2.13 -0.42 1.628
Ge -1.69 -3.39 -1.19 0.359
C -1.50 -3.30 -3.16 0.280
C -0.28 -3.72 -3.72 0.313
C 0.01 -3.50 -5.06 -0.906
C -0.91 -2.85 -5.88 -0.552
C -2.11 -2.41 -5.34 -0.821
C -2.40 -2.64 -3.99 0.017
C -3.58 -3.45 -0.63 1.013
C -3.85 -3.53 0.74 -0.280
C -5.13 -3.78 1.21 -0.791
C -6.18 -3.94 0.32 -0.530
C -5.95 -3.85 -1.04 -0.726
C -4.65 -3.62 -1.51 -0.447
C -1.22 -5.29 -0.76 0.355
C -0.99 -5.66 0.57 -0.282
C -0.72 -6.98 0.92 -0.844
C -0.66 -7.96 -0.07 -0.436
C -0.88 -7.62 -1.39 -0.590
C -1.16 -6.29 -1.73 -0.261
H 0.45 -2.38 -0.92 -0.965
H 0.45 -4.21 -3.09 0.310
H 0.97 -3.82 -5.46 0.354
H -0.67 -2.66 -6.92 0.324
H -2.82 -1.87 -5.96 0.352
H -3.32 -2.25 -3.59 -0.142
H -3.03 -3.39 1.44 0.291
H -5.31 -3.84 2.28 0.358
H -7.19 -4.12 0.69 0.315
H -6.77 -3.97 -1.74 0.388
H -4.48 -3.59 -2.58 0.249
H -1.02 -4.90 1.34 0.218
H -0.55 -7.24 1.95 0.372
H -0.43 -8.99 0.20 0.354
H -0.83 -8.38 -2.16 0.382
H -1.34 -6.04 -2.77 0.265

125
Properties=species:S:1:pos:R:3:mulliken_charge:R:1 method="wB97M-V/def2-TZVPD" s_squared=6.07 spin_multiplicity=5 homo_lumo_gap_ev="5.00 / 5.92" total_charge=+2 energy_ev=-95014.4229 de_lowest_kcal_mol=41.6
Os 0.66 -0.08 -0.40 0.034
C 4.86 -0.08 1.06 -1.347
C 4.39 -0.86 -0.17 0.996
C 5.60 -1.20 -1.04 -1.477
P 3.01 -0.01 -1.07 0.605
C 3.20 -0.52 -2.82 0.385
C 2.31 0.31 -3.74 -1.420
C 2.89 -2.01 -2.97 -1.527
C 3.25 1.77 -1.03 0.008
C 4.46 2.39 -1.30 -0.429
C 4.57 3.77 -1.37 0.339
C 5.88 4.45 -1.64 -1.720
C 3.40 4.52 -1.20 -1.290
C 2.18 3.92 -0.94 -0.961
C 2.09 2.53 -0.83 1.412
N 0.86 1.88 -0.59 0.725
C -0.33 2.67 -0.61 -1.953
C -1.10 2.44 -1.75 0.863
C -0.53 2.15 -3.10 -0.949
C -2.87 4.70 -1.93 -0.963
C -2.78 4.90 -0.43 0.925
C -3.85 5.83 0.08 -1.845
C -1.88 4.39 0.45 -0.579
C -0.70 3.52 0.42 1.547
C 0.17 3.68 1.63 -1.668
H 5.53 -0.71 1.64 0.508
H 4.04 0.24 1.70 0.188
H 5.42 0.81 0.76 0.303
H 3.93 -1.81 0.16 0.144
H 6.07 -0.30 -1.45 0.191
H 5.38 -1.88 -1.86 0.350
H 6.35 -1.68 -0.41 0.500
H 4.25 -0.33 -3.08 1.101
H 1.26 0.15 -3.51 -0.152
H 2.47 0.00 -4.78 0.644
H 2.53 1.38 -3.68 0.353
H 1.84 -2.18 -2.74 -0.010
H 3.48 -2.65 -2.31 0.276
H 3.07 -2.32 -4.00 0.630
H 5.35 1.79 -1.47 0.232
H 6.67 3.72 -1.85 0.353
H 6.20 5.04 -0.78 0.362
H 5.81 5.13 -2.49 0.378
H 3.45 5.60 -1.27 0.445
H 1.30 4.54 -0.84 0.540
H -0.72 1.12 -3.44 -0.107
H 0.55 2.32 -3.12 0.191
H -0.98 2.81 -3.85 0.471
H -3.51 5.46 -2.37 0.609
H -3.73 6.82 -0.35 0.355
H -3.83 5.92 1.16 0.426
H -4.84 5.47 -0.23 0.385
H -2.05 4.75 1.46 0.320
H -0.45 3.83 2.52 0.628
H 0.81 4.55 1.54 0.283
H 0.81 2.81 1.78 -0.255
C -2.89 -4.35 -3.14 -0.813
C -3.21 -4.23 -1.80 -0.683
C -2.88 -3.07 -1.10 -0.403
C -2.21 -2.03 -1.73 0.836
C -1.87 -2.17 -3.08 -0.269
C -2.22 -3.31 -3.79 -0.883
Si -1.81 -0.41 -0.87 1.053
C -2.86 0.86 -1.90 -0.318
C -2.59 2.27 -1.61 1.292
C -3.32 3.33 -2.30 0.183
C -4.29 2.99 -3.21 -1.175
C -4.52 1.63 -3.45 -0.711
C -3.82 0.58 -2.84 -1.177
C -2.73 -0.34 0.78 0.836
C -2.25 -1.06 1.88 -0.137
C -2.96 -1.15 3.07 -0.678
C -4.16 -0.47 3.21 -0.919
C -4.66 0.26 2.14 -0.964
C -3.96 0.31 0.94 -0.486
H -3.15 -5.24 -3.69 0.433
H -3.73 -5.03 -1.30 0.469
H -3.17 -2.98 -0.06 0.415
H -1.34 -1.38 -3.60 0.260
H -1.97 -3.40 -4.84 0.490
H -2.81 2.43 -0.53 0.461
H -1.87 4.82 -2.38 0.266
H -4.86 3.74 -3.74 0.531
H -5.29 1.37 -4.17 0.473
H -4.06 -0.44 -3.11 0.614
H -1.31 -1.60 1.80 0.017
H -2.58 -1.74 3.89 0.655
H -4.72 -0.52 4.13 0.438
H -5.61 0.77 2.23 0.470
H -4.41 0.84 0.11 0.440
C 0.83 -3.35 1.63 -1.716
C 0.62 -3.30 0.15 0.573
O 0.57 -2.22 -0.44 0.967
C 0.45 -4.55 -0.60 1.269
C 0.29 -4.50 -1.99 0.238
C 0.14 -5.67 -2.71 -1.514
C 0.13 -6.90 -2.05 -0.597
C 0.27 -6.95 -0.67 -1.047
C 0.43 -5.79 0.05 -0.788
H 1.11 -2.36 1.99 -0.623
H 1.60 -4.07 1.89 0.764
H -0.09 -3.67 2.12 0.617
H 0.26 -3.55 -2.49 0.439
H 0.01 -5.63 -3.78 0.514
H 0.01 -7.81 -2.62 0.461
H 0.25 -7.91 -0.17 0.445
H 0.54 -5.85 1.12 0.429
N 1.90 -1.13 4.32 -0.162
C 1.02 -0.36 3.69 -0.177
S 1.38 0.31 2.16 -0.073
N -0.14 -0.06 4.28 0.250
C -0.55 -0.45 5.60 -0.026
C -0.99 0.54 6.47 -0.599
C -1.42 0.18 7.73 -0.665
C -1.41 -1.15 8.13 -0.599
C -0.98 -2.13 7.25 -0.869
C -0.55 -1.78 5.97 0.248
H 2.83 -1.20 3.92 0.223
H 1.79 -1.36 5.30 0.216
H -0.73 0.57 3.76 0.187
H -0.98 1.58 6.16 0.484
H -1.77 0.94 8.42 0.433
H -1.75 -1.43 9.12 0.420
H -0.98 -3.17 7.55 0.426
H -0.25 -2.55 5.27 0.484